The following is a DFT calculation (ωB97M-V with the def2-TZVPD basis set) of a structure of composition C20H24BrMnN5O8.

Cartesian coordinates (Å):
Mn1 0.82 -0.25 -0.13
C1 2.68 1.87 2.53
C2 2.55 0.40 2.46
N1 1.94 -0.33 1.53
C3 2.12 -1.65 1.86
C4 2.84 -1.74 3.01
N2 3.10 -0.44 3.36
C5 3.34 -2.85 3.88
O1 3.09 -4.08 3.49
O2 3.91 -2.56 4.89
C6 1.57 -2.64 0.94
O3 1.64 -3.83 1.07
O4 0.95 -2.05 -0.10
H1 2.28 2.32 1.62
H2 3.73 2.15 2.62
H3 2.14 2.26 3.39
H4 3.65 -0.20 4.18
H5 2.62 -4.14 2.64
C7 -1.49 4.60 0.58
C8 -0.13 4.31 -0.07
C9 0.18 2.88 -0.08
N3 0.41 1.76 -0.10
H6 -1.66 5.67 0.57
H7 -1.51 4.26 1.62
H8 -2.29 4.12 0.03
H9 0.68 4.81 0.47
H10 -0.09 4.65 -1.10
Br1 0.06 -2.84 -5.11
C10 -0.58 -1.58 -3.88
C11 -1.72 -0.84 -4.13
C12 -2.14 0.07 -3.17
C13 -1.41 0.23 -2.02
N4 -0.30 -0.49 -1.79
C14 0.11 -1.38 -2.69
H11 -2.27 -0.98 -5.05
H12 -3.03 0.67 -3.33
H13 -1.70 0.93 -1.25
H14 0.99 -1.96 -2.46
O5 -0.76 -0.33 0.90
C15 -1.01 0.01 2.12
O6 -0.45 0.87 2.78
C16 -2.20 -0.76 2.70
N5 -2.43 -0.20 4.09
C17 -3.81 0.45 4.12
C18 -4.10 0.71 2.65
C19 -3.52 -0.53 1.96
H15 -1.93 -1.81 2.78
H16 -1.68 0.51 4.20
H17 -2.33 -0.90 4.82
H18 -3.77 1.32 4.75
H19 -4.49 -0.28 4.54
H20 -3.59 1.62 2.32
H21 -5.16 0.83 2.47
H22 -3.34 -0.40 0.89
H23 -4.18 -1.39 2.09
O7 1.57 1.60 -2.70
C20 2.39 0.89 -2.22
O8 2.23 0.20 -1.04
H24 3.39 0.67 -2.62

The expectation value of S² is 0.78. As for the HOMO energy (alpha / beta): -14.63 / -14.63 eV. The spin multiplicity is 2. The value obtained for the HOMO-LUMO gap (alpha / beta) is 5.499 / 6.526 eV. Its net charge is +2.



The following is a DFT calculation (ωB97M-V with the def2-TZVPD basis set) of the molecule C4H6N4S.

Cartesian coordinates (Å):
C1 3.04 0.75 0.50
C2 2.11 0.40 -0.41
C3 1.11 -0.86 -0.18
N1 1.61 -2.09 -0.25
N2 0.49 -2.83 -0.05
N3 -0.55 -2.18 0.17
N4 -0.21 -0.89 0.06
S1 -1.31 0.52 0.19
C4 -2.88 -0.40 0.20
H1 3.62 1.54 0.23
H2 3.30 0.20 1.37
H3 2.12 0.86 -1.37
H4 -3.55 0.21 0.66
H5 -2.62 -1.15 1.08
H6 -3.20 -1.05 -0.60

As for the HOMO energy: -9.48 eV. For the relative energy (zero: lowest compared OMol25 entry of this formula, charge and spin), the calculation gives 80.8 kcal per mole. The value obtained for the HOMO-LUMO gap is 9.806 eV. Its net charge is 0. The SMILES is C=Cc1nnnn1SC.



The following is a DFT calculation (ωB97M-V with the def2-TZVPD basis set) of the molecule C10H9NO.

Cartesian coordinates (Å):
O1 2.51 -0.26 -1.48
C1 2.50 -0.74 -0.23
C2 2.14 0.12 0.93
N1 1.69 1.44 0.78
C3 0.60 1.71 0.15
C4 -0.50 0.76 -0.15
C5 -1.72 1.30 -0.62
C6 -2.76 0.47 -0.56
C7 -2.71 -0.85 -0.11
C8 -1.50 -1.38 0.24
C9 -0.34 -0.62 0.12
C10 1.13 -1.03 0.43
H1 1.87 0.41 -1.51
H2 3.21 -1.47 0.07
H3 2.76 -0.03 1.88
H4 0.59 2.78 -0.11
H5 -1.88 2.33 -0.91
H6 -3.72 0.81 -0.79
H7 -3.69 -1.30 0.16
H8 -1.35 -2.39 0.69
H9 1.18 -2.05 1.04

As for the HOMO energy: -8.61 eV. For the relative energy (zero: lowest compared OMol25 entry of this formula, charge and spin), the calculation gives 63.2 kcal per mole. The value obtained for the HOMO-LUMO gap is 8.900 eV. Its net charge is 0. The SMILES is O[C@H]1[C@H]2N=Cc3ccccc3[C@@H]12.



The following is a DFT calculation (ωB97M-V with the def2-TZVPD basis set) of the molecule C6H4N4S3.

Cartesian coordinates (Å):
N1 5.98 0.59 -0.13
C1 4.83 0.51 0.01
C2 3.40 0.36 0.38
S1 2.65 -0.98 -0.61
C3 1.04 -0.82 0.00
N2 0.73 -0.10 1.00
N3 -0.61 -0.08 1.21
C4 -1.26 -0.84 0.43
S2 -3.00 -1.28 0.62
C5 -3.83 -0.19 -0.61
C6 -3.70 1.29 -0.46
N4 -3.59 2.48 -0.61
S3 -0.29 -1.71 -0.70
H1 3.36 0.31 1.45
H2 2.82 1.28 0.12
H3 -4.95 -0.39 -0.45
H4 -3.54 -0.42 -1.65

As for the HOMO energy: -9.81 eV. For the relative energy (zero: lowest compared OMol25 entry of this formula, charge and spin), the calculation gives 16.9 kcal per mole. The value obtained for the HOMO-LUMO gap is 9.541 eV. Its net charge is 0. The SMILES is N#CCSc1nnc(SCC#N)s1.



The records above yield max |F| values of 0.4, 5.6, 3.8, 5.7 eV Å⁻¹, respectively.